Below is C32H50ClO2PTi as an isolated structure at a distorted geometry, with properties calculated with ωB97M-V/def2-TZVPD.

## Properties
- Total charge: -1
- Spin multiplicity: 2
- ⟨S²⟩: 0.773
- E_LUMO (spin up / spin down): 2.61 / 2.55 eV
- Electronic energy: -3050.8343 Ha
- Gap between HOMO and LUMO (spin up / spin down): 5.603 / 5.625 eV

Atoms and positions in Å:
Ti 0.4290 0.0044 0.7644
P 0.0686 0.2710 -2.1729
Cl 2.2219 1.6532 0.4981
C -0.7082 1.5382 2.5737
H 0.1996 2.1316 2.3939
H -1.5505 2.0484 3.0634
C 1.3938 -0.7132 -3.0748
C 0.1375 2.0846 -2.7266
C 2.8071 -0.1669 -2.8186
H 1.3119 -1.6819 -2.5546
C 3.8794 -1.1470 -3.3364
H 2.9258 0.8005 -3.3303
H 2.9743 0.0372 -1.7532
C 3.6549 -1.5047 -4.8152
H 4.8801 -0.7076 -3.1996
H 3.8196 -2.0714 -2.7366
C 2.2211 -1.9777 -5.0865
H 3.8728 -0.6225 -5.4356
H 4.3637 -2.2857 -5.1159
C 1.1929 -0.9600 -4.5697
H 2.0739 -2.1457 -6.1644
H 2.0619 -2.9335 -4.5581
H 1.2936 -0.0141 -5.1221
H 0.1888 -1.3314 -4.7852
C -1.5664 -0.3025 -2.9517
C 0.5904 2.4160 -4.1506
H -0.9230 2.3606 -2.5880
C 0.3548 3.9148 -4.4016
H 1.6612 2.1779 -4.2694
H 0.0584 1.8201 -4.9020
C 1.1258 4.8152 -3.4216
H 0.6279 4.1674 -5.4329
H -0.7183 4.1177 -4.2676
C 0.8244 4.4408 -1.9767
H 2.2056 4.7136 -3.5953
H 0.8734 5.8680 -3.5806
C 0.9732 2.9317 -1.7880
H 1.5044 4.9436 -1.2736
H -0.2050 4.7203 -1.7062
H 2.0282 2.6802 -1.9294
H 0.6949 2.7244 -0.7457
C -1.7541 -1.8266 -3.0385
H -2.2659 0.0733 -2.1812
C -3.1943 -2.1848 -3.4484
H -1.0622 -2.2601 -3.7778
H -1.5102 -2.2902 -2.0791
C -3.6202 -1.4944 -4.7509
H -3.2838 -3.2746 -3.5523
H -3.8682 -1.8627 -2.6407
C -3.3785 0.0168 -4.7007
H -3.0681 -1.9294 -5.5973
H -4.6839 -1.6840 -4.9337
C -1.9386 0.3540 -4.2901
H -3.5920 0.4680 -5.6786
H -4.0593 0.4660 -3.9608
H -1.2527 0.0069 -5.0791
H -1.8343 1.4427 -4.2356
C -0.0263 -1.7622 0.0062
C -0.5974 0.1111 2.6678
H 0.1354 -2.1617 -1.0040
C -1.6814 -0.7607 3.2814
H 0.3693 -0.1996 3.0996
C -1.2675 -2.2262 3.2381
H -1.7867 -0.4963 4.3398
H -2.6715 -0.6116 2.8336
C -1.4383 -2.8822 1.8753
H -0.2259 -2.3333 3.5694
H -1.8601 -2.7886 3.9620
C -0.1731 -2.8811 0.9899
H -1.7162 -3.9290 2.0287
H -2.2460 -2.4180 1.2975
H 0.7566 -2.9428 1.5719
H -0.2155 -3.8523 0.4583
O 3.7273 -2.1144 1.7497
C 2.8814 -1.3500 2.1863
O 1.8911 -0.8328 1.4448
C 2.8186 -0.9447 3.6216
C 2.5314 0.3687 4.0277
C 2.2930 0.6187 5.3792
C 2.3606 -0.4448 6.2841
C 2.5146 -1.7656 5.8615
C 2.6966 -2.0280 4.5097
H 2.3966 1.1180 3.2403
H 2.1063 1.6600 5.6808
H 2.2771 -0.2162 7.3268
H 2.5456 -2.6018 6.5789
H 2.7016 -3.0331 4.0850